No. 1
# C22H34N4O3

One molecule with the formula C22H34N4O3 (the ωB97M-V functional and the def2-TZVPD basis, the Open Molecules 2025 dataset).

As for the SMILES: CCCN1CCN(CCCNC(=O)CN2C(=O)[C@@H](CC)Oc3ccccc32)CC1. The calculation puts the gap between HOMO and LUMO at 0.3366 Ha. For the total energy, the calculation gives -1303.498394 Ha. For the energy above the lowest of the compared OMol25 structures with the same formula, charge and spin, the calculation gives 15.62 kcal/mol. For the strongest force on any atom, the calculation gives 0.7 eV Å⁻¹. The value obtained for the HOMO energy is -8.34 eV.

Each line ends with the Löwdin charge.
Positions of all 63 atoms, in Å:
O  -4.186  -0.928  0.387  0.020
H  -0.916  -1.104  3.527  0.136
N  -1.726  -0.944  1.617  0.053
C  0.653  -1.392  2.061  -0.466
H  5.154  4.432  -0.523  0.102
H  0.362  1.873  -1.188  0.099
N  1.288  -0.680  1.122  0.088
H  3.086  -1.840  -1.501  0.102
C  3.332  0.995  -2.379  -0.173
H  -0.483  0.370  2.610  0.134
C  -3.170  -4.154  2.766  -0.080
C  -4.438  -4.066  2.219  -0.085
H  2.221  3.222  -0.341  0.123
H  4.262  7.264  -1.242  0.071
H  0.866  0.171  0.773  0.112
H  3.200  -0.339  0.419  0.115
C  4.053  2.283  -1.993  -0.182
H  -3.458  0.589  -0.707  0.169
C  1.256  1.986  -1.806  -0.171
H  4.950  2.400  -2.606  0.125
H  -4.605  -1.940  -1.969  0.074
N  2.132  0.850  -1.577  -0.178
H  -1.777  -0.774  -1.956  0.111
H  2.855  -1.999  0.986  0.119
H  5.809  6.541  -1.683  0.071
C  1.983  3.269  -1.417  -0.178
H  -4.050  -0.567  -2.929  0.079
H  3.053  5.437  -2.504  0.120
H  1.331  4.127  -1.595  0.125
O  1.026  -2.462  2.499  0.056
C  -4.776  -2.989  1.418  0.002
C  2.464  -1.147  0.428  -0.170
C  -2.589  -2.040  1.792  -0.123
C  -3.091  -0.362  -0.307  -0.218
H  0.952  2.054  -2.865  0.129
C  5.011  6.534  -0.943  -0.117
H  -5.163  -4.844  2.399  0.103
C  3.803  4.705  -2.189  -0.217
H  -5.750  -2.907  0.964  0.120
C  -2.244  -3.146  2.557  0.000
H  3.602  5.157  -0.085  0.102
H  1.408  -0.690  -2.856  0.126
H  3.989  0.142  -2.197  0.117
N  3.170  3.404  -2.235  -0.183
H  4.601  4.701  -2.939  0.120
H  4.354  2.210  -0.934  0.121
O  -1.140  0.856  0.390  0.057
H  5.427  6.840  0.014  0.068
H  -3.410  -2.184  -3.248  0.075
H  -2.895  -5.008  3.364  0.104
C  -3.850  -1.984  1.187  -0.206
C  1.466  -0.423  -1.786  -0.209
H  -1.252  -3.230  2.973  0.102
C  2.152  -1.556  -1.015  -0.150
C  4.391  5.146  -0.840  -0.251
H  0.442  -0.320  -1.418  0.087
C  -2.622  -1.261  -1.466  -0.170
C  -0.637  -0.710  2.549  -0.024
H  -2.280  -2.215  -1.055  0.125
H  1.495  -2.428  -1.017  0.115
C  -3.743  -1.503  -2.468  -0.080
H  3.090  1.029  -3.457  0.129
C  -1.903  -0.075  0.599  -0.374

No. 2
# C38H30F6N4O2

A 5-piece molecular cluster, C38H30F6N4O2 overall in a non-equilibrium geometry (the ωB97M-V functional and the def2-TZVPD basis, the Open Molecules 2025 dataset).

As for the SMILES: O=C1c2ccccc2C(=O)c2c1ccc(F)c2C(F)(F)c1cccc(C(F)(F)F)c1.c1cc[nH]c1.c1cc[nH]c1.c1cc[nH]c1.c1cc[nH]c1. The calculation puts the gap between HOMO and LUMO at 0.2371 Ha. For the total energy, the calculation gives -2434.227190 Ha. For the strongest force on any atom, the calculation gives 4.7 eV Å⁻¹. The value obtained for the HOMO energy is -8.23 eV.

Each line ends with the Löwdin charge.
Positions of all 80 atoms, in Å:
F  -1.430  -4.182  -4.881  0.047
H  1.915  1.279  8.123  0.091
H  1.661  -6.155  -1.899  0.096
C  1.286  1.266  -3.345  0.061
F  0.649  3.755  -2.744  -0.028
H  3.219  3.458  4.607  0.102
C  2.246  0.087  -2.931  0.043
C  1.128  -3.531  4.501  -0.111
C  3.897  -3.536  -0.432  -0.004
C  -3.402  -0.010  -2.628  -0.036
C  -5.383  4.401  -0.093  -0.111
C  1.949  -2.390  4.330  -0.110
H  -0.833  3.584  0.194  0.101
N  3.655  1.514  5.374  0.001
H  1.636  3.637  6.807  0.090
H  -5.531  2.323  0.727  0.097
H  -3.105  2.565  0.130  0.112
O  5.400  -0.780  -0.937  0.050
C  2.174  -5.139  -1.736  -0.039
H  -6.704  1.827  -1.432  0.142
H  3.651  -0.199  6.647  0.105
F  -3.794  -3.967  -4.820  0.083
C  -5.708  3.067  -0.035  -0.162
N  -6.355  2.742  -1.197  -0.002
H  -3.764  1.379  2.240  0.097
C  3.524  -2.415  -1.426  -0.039
H  -6.944  3.805  -2.951  0.108
C  2.230  -1.357  -3.587  -0.250
C  2.695  -2.590  3.194  -0.144
H  0.417  -3.705  5.296  0.091
F  0.752  0.643  -5.743  0.028
C  2.250  2.799  6.513  -0.115
H  -4.413  -2.102  -2.654  0.113
C  -2.364  -2.183  -3.854  -0.043
C  -1.255  3.040  1.025  -0.147
C  -2.810  1.868  2.109  -0.145
C  -5.861  4.899  -1.330  -0.106
C  0.188  1.079  -4.487  -0.307
F  -2.531  -4.399  -2.861  0.046
C  1.470  2.593  -2.533  -0.056
N  2.350  -3.808  2.670  0.007
H  -0.321  -1.906  -5.036  0.102
H  2.681  3.735  -0.781  0.113
H  -1.668  1.601  3.958  0.092
C  -6.458  3.854  -1.989  -0.137
H  0.995  -5.362  3.222  0.105
H  4.236  1.697  -0.133  0.121
C  3.041  2.738  5.392  -0.147
C  2.484  -2.606  -2.592  -0.022
C  -1.735  1.998  2.955  -0.109
C  3.218  -4.973  -0.582  -0.052
C  1.805  -3.985  -2.739  0.019
H  3.439  -1.972  2.713  0.098
H  0.229  3.023  2.634  0.085
C  1.398  -4.390  3.464  -0.139
N  -2.502  2.503  0.935  0.007
C  -2.141  0.775  -3.135  0.024
C  -1.109  -1.402  -4.393  0.072
H  1.061  -4.197  -3.574  0.097
H  2.735  -4.215  1.830  0.090
H  -4.860  4.956  0.671  0.098
H  -2.078  1.882  -2.872  0.101
H  4.290  1.192  4.662  0.143
C  -2.572  -3.755  -4.147  -0.379
O  2.097  -1.640  -4.798  0.059
C  3.296  0.265  -1.770  -0.027
H  3.486  -5.854  0.112  0.100
C  -0.746  2.740  2.265  -0.112
C  2.396  1.568  7.200  -0.113
C  3.271  0.797  6.475  -0.155
H  -5.776  5.911  -1.698  0.094
C  2.544  2.761  -1.377  0.035
H  -4.238  0.501  -2.025  0.083
C  3.478  1.587  -0.990  0.020
H  4.660  -3.390  0.407  0.108
F  -0.498  2.308  -4.834  0.007
C  4.227  -0.971  -1.336  -0.265
C  -1.016  0.089  -4.007  -0.046
H  1.991  -1.518  4.967  0.077
C  -3.492  -1.509  -3.007  -0.002

No. 3
# H3S2

A 2-piece molecular cluster, H3S2 overall (the ωB97M-V functional and the def2-TZVPD basis, the Open Molecules 2025 dataset).

As for the charge: -1. The calculation puts the gap between HOMO and LUMO at 0.2469 Ha. For the total energy, the calculation gives -798.204980 Ha. For the energy above the lowest of the compared OMol25 structures with the same formula, charge and spin, the calculation gives 0.21 kcal/mol. For the strongest force on any atom, the calculation gives 0.4 eV Å⁻¹. The value obtained for the HOMO energy is -2.94 eV.

Each line ends with the Löwdin charge.
Positions of all 5 atoms, in Å:
S  -0.046  -0.665  -1.693  0.310
H  -0.129  -0.149  -0.416  -0.386
H  -1.290  0.846  2.004  -0.449
S  -0.010  0.604  1.664  -0.216
H  1.163  -0.128  -1.907  -0.259

No. 4
# BrHf

BrHf as an isolated structure in a non-equilibrium geometry (the ωB97M-V functional and the def2-TZVPD basis, the Open Molecules 2025 dataset).

As for the charge: +3. The calculation puts the gap between HOMO and LUMO at 0.2440 Ha. For the total energy, the calculation gives -2620.329129 Ha. For the energy above the lowest of the compared OMol25 structures with the same formula, charge and spin, the calculation gives 43.55 kcal/mol. For the strongest force on any atom, the calculation gives 5.4 eV Å⁻¹. The value obtained for the HOMO energy is -27.51 eV.

Each line ends with the Löwdin charge.
Positions of all 2 atoms, in Å:
Br  -1.282  -0.443  0.292  0.645
Hf  1.282  0.443  -0.292  2.355

No. 5
# C3H7NO2

A 2-piece molecular cluster, C3H7NO2 overall in a non-equilibrium geometry (the ωB97M-V functional and the def2-TZVPD basis, the Open Molecules 2025 dataset).

As for the SMILES: N=C=CO.CO. The calculation puts the gap between HOMO and LUMO at 0.3227 Ha. For the total energy, the calculation gives -323.629109 Ha. For the energy above the lowest of the compared OMol25 structures with the same formula, charge and spin, the calculation gives 95.29 kcal/mol. For the strongest force on any atom, the calculation gives 3.6 eV Å⁻¹. The value obtained for the HOMO energy is -8.35 eV.

Each line ends with the Löwdin charge.
Positions of all 13 atoms, in Å:
H  0.094  -0.733  0.688  0.084
H  0.114  2.614  0.310  0.085
H  -2.749  0.165  0.549  0.116
C  1.934  -0.431  -0.213  -0.173
H  2.309  -1.452  -0.342  0.076
O  1.028  -0.294  0.858  -0.186
H  2.790  0.219  -0.021  0.078
O  -1.497  -1.289  -0.329  -0.054
H  1.468  -0.103  -1.149  0.073
H  -2.330  -1.778  -0.306  0.101
C  -1.720  -0.038  0.272  -0.199
C  -0.944  1.018  0.002  -0.182
N  -0.496  2.101  -0.318  0.180

No. 6
# C7H11BrNS

An isolated ion of composition C7H11BrNS and charge +1 in a non-equilibrium geometry (the ωB97M-V functional and the def2-TZVPD basis, the Open Molecules 2025 dataset).

As for the charge: +1. As for the SMILES: C[NH+](C)[C@H](Br)c1cccs1. The calculation puts the gap between HOMO and LUMO at 0.3465 Ha. For the total energy, the calculation gives -3299.980652 Ha. For the energy above the lowest of the compared OMol25 structures with the same formula, charge and spin, the calculation gives 0.00 kcal/mol. For the strongest force on any atom, the calculation gives 3.2 eV Å⁻¹. The value obtained for the HOMO energy is -12.67 eV.

Each line ends with the Löwdin charge.
Positions of all 21 atoms, in Å:
C  0.885  -0.876  0.378  0.034
H  -2.407  -0.100  1.301  0.099
H  0.054  -1.216  -0.271  0.085
H  0.739  -1.330  1.375  0.114
C  -1.465  0.259  -0.600  -0.650
S  -1.864  -0.181  -2.237  1.071
H  2.377  0.767  -0.837  0.092
H  1.857  2.295  -0.120  0.073
H  0.698  1.008  1.485  0.162
H  1.930  -1.197  0.067  0.126
N  0.817  0.656  0.492  -0.218
H  -3.575  -1.934  -2.288  0.070
C  -3.125  -1.227  -1.633  -0.333
C  2.088  1.260  0.057  -0.042
C  -0.304  1.220  -0.370  -0.672
C  -3.193  -1.186  -0.261  -0.148
C  -2.244  -0.355  0.324  -0.154
H  -3.972  -1.744  0.210  0.114
H  0.174  1.728  -1.280  0.128
H  2.994  1.334  0.846  0.177
Br  -0.962  2.719  0.612  0.870

Q: What is the strongest force on any atom in the fourth record?
A: 5.4 eV Å⁻¹

Q: Among the records above, which one has the highest strongest force on any atom?
A: BrHf

Q: Which formula does entry 3 have?
A: H3S2

Q: Which of these has the lowest gap between HOMO and LUMO?
A: C38H30F6N4O2